[1]
A cluster of 2 separate species, H4NP in total in a non-equilibrium geometry. Source: the OMol25 dataset; level of theory: ωB97M-V/def2-TZVPD.

Summary:
**Multiplicity**: 1
**Kohn-Sham gap (spin up / spin down)**: 7.44 / 7.44 eV
**E_HOMO (spin up / spin down)**: -0.3186 / -0.3185 Eh
**Energy relative to the best compared isomer or geometry (same formula, charge and spin)**: 55.5 kcal per mole
**LUMO level (spin up / spin down)**: -1.226 / -1.229 eV

```
6
H4NP ωB97M-V/def2-TZVPD
N -1.028 -0.100 -0.474
P 3.194 -0.349 1.069
H -0.815 0.712 -1.088
H -1.253 0.350 0.424
H 1.837 -0.053 0.802
H -1.934 -0.561 -0.733
```

---

[2]
The molecule H3PS2 in a non-equilibrium geometry. Source: the OMol25 dataset; level of theory: ωB97M-V/def2-TZVPD.

Summary:
**Multiplicity**: 1
**Kohn-Sham gap**: 9.10 eV
**E_HOMO**: -0.3306 Eh
**Energy relative to the best compared isomer or geometry (same formula, charge and spin)**: 11.0 kcal per mole
**LUMO level**: 0.098 eV

```
6
H3PS2 ωB97M-V/def2-TZVPD
S 1.734 1.040 -0.969
P 0.140 0.415 -0.120
S 0.385 -1.367 1.006
H -0.454 1.641 0.578
H -0.980 0.089 -1.039
H -0.826 -1.818 0.544
```

---

[3]
The molecule C5H7N in a non-equilibrium geometry. Source: the OMol25 dataset; level of theory: ωB97M-V/def2-TZVPD.

Summary:
**Multiplicity**: 1
**Kohn-Sham gap**: 10.12 eV
**E_HOMO**: -0.3338 Eh
**Energy relative to the best compared isomer or geometry (same formula, charge and spin)**: 112.2 kcal per mole
**LUMO level**: 1.038 eV

```
13
C5H7N ωB97M-V/def2-TZVPD
C 2.374 -1.080 -0.090
C 1.226 -0.724 -0.059
C -0.100 -0.150 -0.041
C -0.257 1.193 -0.743
C -0.936 -0.019 1.153
N -1.302 -0.839 -0.378
H 3.396 -1.383 -0.108
H 0.033 1.072 -1.783
H 0.319 1.962 -0.228
H -1.326 1.446 -0.710
H -1.332 -0.670 1.903
H -1.020 1.050 1.440
H -1.075 -1.857 -0.356
```

---

[4]
The molecule C4H8N4 in a non-equilibrium geometry. Source: the OMol25 dataset; level of theory: ωB97M-V/def2-TZVPD.

Summary:
**Multiplicity**: 1
**Kohn-Sham gap**: 8.37 eV
**E_HOMO**: -0.2919 Eh
**Energy relative to the best compared isomer or geometry (same formula, charge and spin)**: 190.3 kcal per mole
**LUMO level**: 0.425 eV

```
16
C4H8N4 ωB97M-V/def2-TZVPD
C -1.242 -0.201 -0.323
C 0.902 0.784 0.015
C -2.030 0.722 -0.855
C 1.194 1.934 -0.542
N -1.172 -1.435 0.181
N 1.666 -0.187 0.668
N 0.227 -1.938 0.354
N 1.022 -1.225 1.238
H -3.050 0.632 -0.947
H -1.645 1.795 -1.098
H 2.110 2.371 -0.457
H 0.384 2.665 -1.007
H -1.754 -2.129 -0.298
H 2.539 0.072 1.172
H -0.067 -2.816 0.873
H 0.574 -0.998 2.122
```

---

[5]
A structure of composition C15H59B2Cl2N22O16PSi2 in a non-equilibrium geometry. Source: the OMol25 dataset; level of theory: ωB97M-V/def2-TZVPD.

Summary:
**Multiplicity**: 1
**Kohn-Sham gap**: 8.46 eV
**E_HOMO**: -0.3210 Eh
**LUMO level**: -0.272 eV

```
119
C15H59B2Cl2N22O16PSi2 ωB97M-V/def2-TZVPD
N 1.400 0.781 4.733
C 0.051 1.431 4.695
C -0.903 0.682 3.735
C -0.181 0.247 2.410
C -1.194 0.112 1.236
Si -0.997 1.419 -0.111
O -2.601 1.886 -0.575
O -0.250 0.869 -1.562
Si 1.066 -0.173 -1.344
Cl 2.475 0.521 0.090
C 0.555 -1.984 -1.086
B 1.088 -2.688 0.257
O 0.127 -3.351 1.045
O 2.406 -2.677 0.735
P 2.160 -0.121 -3.309
O 3.278 -1.384 -3.320
Cl 3.177 1.744 -3.188
B -0.139 3.087 0.508
N 0.950 3.669 -0.324
O -0.505 3.796 1.672
H 1.934 1.161 3.953
H 1.849 1.213 5.538
H 0.141 2.489 4.374
H -0.334 1.359 5.724
H -1.178 -0.263 4.240
H -1.834 1.227 3.519
H 0.280 -0.733 2.634
H 0.664 0.937 2.226
H -2.204 0.268 1.670
H -1.240 -0.898 0.780
H -2.873 1.286 -1.271
H -0.551 -2.009 -1.150
H 0.906 -2.604 -1.943
H -0.587 -3.586 0.445
H 3.002 -3.152 0.161
H 3.527 -1.551 -2.403
H 1.859 3.452 0.069
H 0.876 3.288 -1.262
H -0.633 3.125 2.356
C -2.684 4.291 4.986
O -2.375 3.113 4.852
N -3.616 4.701 5.890
N -2.122 5.285 4.239
H -3.887 5.657 6.016
H -4.051 3.994 6.454
H -1.433 5.018 3.560
H -2.362 6.252 4.331
C -2.411 -5.427 -1.270
O -1.836 -4.377 -1.009
N -1.933 -6.639 -0.873
N -3.571 -5.462 -1.978
H -2.387 -7.511 -1.073
H -1.076 -6.649 -0.344
H -3.949 -4.585 -2.285
H -4.060 -6.307 -2.204
C 6.898 3.271 -1.439
O 6.311 3.134 -0.377
N 6.453 2.715 -2.603
N 8.049 3.988 -1.556
H 6.920 2.818 -3.484
H 5.606 2.176 -2.560
H 8.413 4.410 -0.723
H 8.545 4.111 -2.418
C -1.629 -3.300 5.490
O -1.577 -2.080 5.512
N -1.545 -4.015 4.333
N -1.774 -4.045 6.624
H -1.582 -5.014 4.291
H -1.431 -3.496 3.481
H -1.838 -3.548 7.493
H -1.818 -5.045 6.632
C 0.869 -9.064 -1.693
O 0.830 -8.833 -0.493
N 1.602 -10.084 -2.221
N 0.175 -8.314 -2.595
H 1.647 -10.290 -3.200
H 2.123 -10.653 -1.580
H -0.370 -7.558 -2.223
H 0.182 -8.476 -3.584
C -6.600 2.015 -0.516
O -6.585 2.393 0.647
N -5.447 1.795 -1.204
N -7.756 1.790 -1.206
H -5.408 1.490 -2.157
H -4.591 1.956 -0.692
H -8.618 1.948 -0.720
H -7.785 1.482 -2.159
C 0.054 5.792 -4.133
O -0.412 5.917 -5.256
N -0.495 4.965 -3.199
N 1.163 6.468 -3.719
H -0.127 4.852 -2.271
H -1.313 4.451 -3.465
H 1.595 7.086 -4.379
H 1.561 6.379 -2.803
C -1.128 -1.326 -6.851
O -2.337 -1.456 -6.976
N -0.571 -0.549 -5.881
N -0.237 -1.950 -7.674
H 0.417 -0.429 -5.758
H -1.198 -0.075 -5.259
H -0.612 -2.529 -8.400
H 0.757 -1.858 -7.591
C -6.500 2.323 5.106
O -6.483 2.697 6.272
N -5.367 2.097 4.389
N -7.658 2.101 4.422
H -5.365 1.793 3.433
H -4.490 2.251 4.853
H -8.518 2.256 4.913
H -7.689 1.796 3.466
C 10.751 1.054 -2.438
O 11.103 2.088 -1.893
N 11.616 0.031 -2.697
N 9.463 0.839 -2.833
H 11.349 -0.825 -3.142
H 12.570 0.158 -2.419
H 8.800 1.573 -2.658
H 9.149 0.001 -3.283
```

---

[6]
The molecule C3H5ClN2O in a non-equilibrium geometry. Source: the OMol25 dataset; level of theory: ωB97M-V/def2-TZVPD.

Summary:
**Multiplicity**: 1
**Kohn-Sham gap**: 9.09 eV
**E_HOMO**: -0.3045 Eh
**Energy relative to the best compared isomer or geometry (same formula, charge and spin)**: 72.8 kcal per mole
**LUMO level**: 0.801 eV

```
12
C3H5ClN2O ωB97M-V/def2-TZVPD
O -0.551 -0.284 -1.766
N 0.826 -0.297 -1.767
C 1.313 -0.578 -0.623
N 0.695 -0.781 0.656
C -0.413 -0.042 1.226
C -0.947 1.063 0.661
Cl -2.243 1.799 1.518
H -0.789 -0.062 -2.628
H 2.351 -0.648 -0.539
H 1.166 -1.275 1.349
H -0.665 -0.387 2.243
H -0.743 1.493 -0.328
```

---

| no. | E (eV) |
| --- | --- |
| 1 | -10840.7221 |
| 2 | -31007.5972 |
| 3 | -6783.6464 |
| 4 | -10229.9910 |
| 5 | -133517.9392 |
| 6 | -20739.4628 |